Computed, not measured: a molecular structure, C26H37F6IN7O7PS2 in a non-equilibrium geometry, with ωB97M-V/def2-TZVPD.

Element x y z (Å)
H -3.342 5.590 2.861
H -2.016 -1.833 2.853
F 0.695 0.849 0.498
C -1.539 4.392 2.067
H -6.738 1.176 1.251
N 1.723 -2.711 0.419
C -1.527 0.366 2.610
C 4.724 -5.096 -4.379
C -1.439 2.821 1.673
C -1.388 2.443 0.074
C -0.492 -1.288 4.437
H -2.666 -0.574 5.423
H -1.268 4.589 3.217
H -5.002 -0.233 3.067
O -2.976 0.130 -0.673
F -0.232 -0.618 -1.550
H -1.882 7.616 -5.720
H -0.462 -3.292 -2.465
C 3.631 -1.314 -0.745
N 0.912 -5.681 -4.105
C 9.310 -3.367 -5.975
H 7.456 -2.978 -4.991
N 6.356 -5.613 0.635
C -5.952 0.319 1.065
H -0.654 6.446 -5.240
C -2.915 5.202 1.816
C 8.439 -3.416 -4.789
H 3.203 -5.028 0.647
H 3.265 -0.793 -1.636
C 3.758 -5.918 0.962
H 1.053 -2.642 -3.090
F -0.989 1.302 -2.903
H 3.208 -6.595 -4.496
H -0.531 -2.424 4.787
H 3.501 -6.105 2.010
C -2.339 2.235 4.223
C -2.358 1.767 2.612
H 8.272 -4.445 -4.453
O -2.932 -0.874 4.505
F -2.532 6.481 1.103
H -0.321 2.583 2.039
H -2.598 3.359 4.389
H -0.364 0.586 2.794
H 0.503 -1.125 3.843
C -2.245 6.681 -3.835
O -1.084 1.905 4.915
S -3.027 1.645 -0.398
H 8.871 -2.866 -3.947
C -1.729 6.657 -5.214
H -1.540 -0.015 1.476
C -0.040 1.712 -0.456
C 5.209 -5.748 0.780
F 1.305 0.961 -2.422
S -6.038 1.910 4.609
H -0.639 4.974 1.534
H 4.841 -7.227 -4.291
O -4.151 2.195 0.728
N -0.090 2.758 4.662
I -1.395 4.255 -1.267
H -3.175 1.657 4.853
C -4.612 0.206 2.060
O -3.570 2.233 -1.769
H -6.215 3.262 2.236
P -5.147 2.797 3.134
O 0.020 3.513 5.645
H 3.373 -6.762 0.380
C -1.852 -0.872 3.546
C 2.565 -2.094 -0.095
C 0.773 -4.728 -3.452
H 4.332 -6.590 -5.854
C 4.256 -6.436 -4.772
H -3.917 -0.653 1.606
C -0.089 0.859 -1.837
H -4.550 3.980 3.677
C -3.921 1.681 2.115
H 1.055 -3.639 -1.636
C 0.597 -3.523 -2.624
N 9.999 -3.328 -6.912
N -2.654 6.700 -2.746
H -0.485 -0.661 5.453
H 4.043 -0.554 -0.072
O -6.190 -0.574 0.072
N 5.095 -4.038 -4.069
F 0.944 2.833 -0.730
H -3.719 4.709 1.133
H -2.223 5.889 -5.818
H 4.464 -1.951 -1.061

Atoms 1-2, force components in eV/Å:
0.748 -0.927 -2.494
0.007 2.276 1.448

## Properties
frontier orbital gap: 8.18 eV
charge: 0
HOMO level: -0.3557 hartree